No. 1
A structure of composition C22H23N2O7Tc. Source: OMol25; level of theory: ωB97M-V with the def2-TZVPD basis set.

LUMO (alpha / beta)	0.82 / 0.83	eV
relative energy (zero: lowest compared OMol25 entry of this formula, charge and spin)	18.0	kcal per mole
orbital gap (alpha / beta)	3.9455 / 3.9227	eV
HOMO (alpha / beta)	-3.12 / -3.10	eV

Geometry as ORCA input:
```
! RIJCOSX wB97M-V def2-TZVPD def2/J DEFGRID3
* xyz -1 4
H -1.06 1.60 -2.67
C -0.33 -2.22 0.98
O -2.47 1.76 7.64
C -0.79 -2.52 -0.35
C -1.97 1.38 4.10
O 1.78 -0.48 6.80
O 2.38 -0.90 4.73
C 0.42 0.27 5.09
H -2.25 -0.86 -4.07
H 2.55 -2.65 -0.71
N -2.70 1.85 6.41
Tc 0.41 -0.66 -0.43
O -2.36 1.16 1.24
C -1.49 0.59 -2.66
H -1.82 -2.63 -0.65
H 2.06 2.11 0.91
H 0.37 -2.96 -2.25
H -0.30 1.20 -6.61
C 1.74 1.14 -2.27
C -1.01 0.88 3.20
N 1.60 -0.40 5.57
H 1.64 1.29 -3.34
C 0.37 -2.68 -1.20
H -2.34 0.84 -4.62
C 2.15 -0.10 -1.66
C 1.64 2.13 -1.28
H -2.89 1.80 3.72
O -0.17 0.57 1.03
C 0.13 1.04 -5.60
C -1.72 1.33 5.49
H -0.95 -2.12 1.86
H 0.98 0.03 3.03
C 1.99 1.58 -0.03
C 0.03 -1.44 -5.14
H 2.56 -0.95 -2.21
C -1.70 0.10 -4.12
C 0.20 0.37 3.70
H -0.37 0.68 7.07
C 2.36 0.19 -0.23
H -0.12 -2.10 -4.27
H 1.37 3.17 -1.45
C -0.54 0.76 6.00
O -0.63 -0.33 -2.03
C -0.49 -0.09 -4.91
H 3.00 -0.38 0.44
H 1.21 0.87 -5.75
H -0.46 -1.92 -6.01
C 1.10 -2.18 0.96
H 0.01 1.99 -5.05
H 1.75 -2.02 1.82
H -2.46 0.60 -2.13
C 1.53 -2.50 -0.38
C -1.28 0.88 1.71
H 1.11 -1.41 -5.37
O -3.73 2.37 5.95
*
```

No. 2
The molecule C22H23N3O3S. Source: OMol25; level of theory: ωB97M-V with the def2-TZVPD basis set.

SMILES	COc1ccc(Cn2c(=S)[nH]c3cc(C(=O)N4CCCCC4)ccc3c2=O)cc1
LUMO	0.03	eV
relative energy (zero: lowest compared OMol25 entry of this formula, charge and spin)	4.4	kcal per mole
orbital gap	8.2345	eV
HOMO	-8.21	eV

Geometry as ORCA input:
```
! RIJCOSX wB97M-V def2-TZVPD def2/J DEFGRID3
* xyz 0 1
H 7.11 -2.01 1.21
H 2.26 0.96 1.81
C 6.27 -1.91 0.53
H 3.11 -0.84 -1.27
N -2.03 2.17 0.06
C 1.96 1.24 0.81
H -5.54 1.64 1.37
C -3.44 2.44 -0.18
O 5.00 1.86 0.72
H 3.25 1.75 -2.28
C 1.19 2.01 -1.76
O -6.28 -2.44 -0.54
C -4.24 1.16 -0.25
H -6.80 -0.44 1.26
H 6.41 -2.63 -0.28
H -7.69 -3.75 0.03
H -8.18 -2.04 0.22
H -0.08 1.27 2.47
C -5.66 -1.24 -0.39
H -3.50 2.98 -1.13
C 2.89 1.30 -0.21
H 3.70 -3.23 -0.20
H 6.55 0.24 0.73
H 6.85 -0.38 -0.91
C -3.91 0.20 -1.21
C 4.05 -1.21 -0.87
C 2.51 1.69 -1.50
S -2.67 1.74 2.61
C -5.99 -0.28 0.56
C 6.21 -0.48 -0.02
C 4.34 1.04 0.11
N 4.85 -0.12 -0.36
H 5.02 -3.18 1.77
H 0.87 2.31 -2.74
C -7.35 -2.75 0.32
C 3.80 -2.24 0.24
H 2.86 -2.02 0.76
H -7.03 -2.78 1.37
H -3.82 3.07 0.63
C -1.16 2.26 -1.03
C 4.96 -2.22 1.25
O -1.57 2.59 -2.12
C -5.28 0.91 0.62
N -0.33 1.52 1.52
C 0.24 1.94 -0.74
H -3.11 0.39 -1.90
C -4.61 -0.99 -1.27
C 0.63 1.56 0.55
C -1.65 1.82 1.32
H 4.78 -1.45 2.00
H -4.37 -1.74 -2.01
H 4.62 -1.67 -1.69
*
```

No. 3
The molecule C22H23N3O4S. Source: OMol25; level of theory: ωB97M-V with the def2-TZVPD basis set.

SMILES	COc1ccc(NC(=O)C2CCN(S(=O)(=O)c3cccc4cccnc34)CC2)cc1
LUMO	-0.34	eV
relative energy (zero: lowest compared OMol25 entry of this formula, charge and spin)	42.7	kcal per mole
orbital gap	7.3631	eV
HOMO	-7.71	eV

Geometry as ORCA input:
```
! RIJCOSX wB97M-V def2-TZVPD def2/J DEFGRID3
* xyz 0 1
H -0.07 -1.37 8.64
H 1.44 1.18 5.34
C -1.76 -1.39 -1.77
C 0.15 -1.39 3.54
H -1.43 -0.65 0.20
H 0.88 6.23 -3.24
C -1.23 2.76 -5.44
H 1.64 4.62 -1.50
H 1.34 -0.56 9.37
H 1.10 -3.55 -0.28
C 0.99 -1.11 8.50
H 1.07 -1.78 -0.14
H 1.58 -2.03 8.39
C 0.70 -0.14 3.82
C 0.00 2.53 -3.34
H -1.32 -3.69 -0.14
H -2.79 -1.78 0.09
S 0.38 0.13 -2.05
C -1.01 0.61 -4.39
H 1.34 -2.36 -2.49
C -0.30 1.15 -3.36
O 1.17 -0.24 7.40
H -1.20 -0.46 -4.40
H -0.50 5.38 -5.13
H 0.09 -2.65 6.67
H 0.08 -0.94 1.56
C 0.52 -2.65 -0.50
C -0.15 4.72 -4.35
C -0.06 -2.29 4.58
C -0.71 -2.81 1.68
C -0.48 3.35 -4.40
C 1.04 4.28 -2.33
C -1.77 -1.59 -0.25
H -2.27 -0.46 -2.02
C 1.02 0.21 5.11
H -0.13 -3.37 -2.45
H -2.05 0.97 -6.24
O 0.03 0.67 -0.76
C 0.37 -2.50 -2.02
N -0.15 -1.69 2.21
O 1.77 -0.08 -2.33
H -0.48 -3.26 4.38
O -1.05 -3.78 2.32
C 0.27 -1.94 5.88
H -2.28 -2.22 -2.26
C -0.86 -2.75 0.16
C 0.81 -0.69 6.16
N 0.75 3.01 -2.34
C -1.49 1.42 -5.44
H -1.60 3.40 -6.24
C 0.61 5.19 -3.31
H 0.86 0.56 3.02
N -0.43 -1.33 -2.33
*
```

No. 4
The molecule C22H23N5O2. Source: OMol25; level of theory: ωB97M-V with the def2-TZVPD basis set.

SMILES	COc1ccc2cc(-c3[nH]ncc3CN3CCC[C@@H]3c3nonc3C)ccc2c1
LUMO	0.51	eV
relative energy (zero: lowest compared OMol25 entry of this formula, charge and spin)	101.1	kcal per mole
orbital gap	8.3007	eV
HOMO	-7.79	eV

Geometry as ORCA input:
```
! RIJCOSX wB97M-V def2-TZVPD def2/J DEFGRID3
* xyz 0 1
H -0.96 1.35 -0.27
H 1.03 -2.11 -0.52
C -0.75 -1.47 1.37
C 1.13 -0.02 2.15
O 6.59 0.61 -0.28
H -1.33 1.18 2.05
H -5.06 -1.80 -1.10
C -3.72 2.86 -0.69
H 7.05 0.46 -2.30
C -3.39 2.48 0.75
C -2.25 0.61 1.82
C -3.13 -1.05 -1.51
C 3.56 -1.34 -1.00
C 2.72 -0.92 0.05
O -1.33 -1.93 -2.25
C 4.54 0.51 0.81
C 3.23 0.03 0.97
C 4.83 -0.86 -1.14
N -2.34 -3.04 1.38
H 3.17 -2.06 -1.71
N -2.88 1.13 0.62
H -2.96 0.75 2.64
C 2.39 0.46 2.03
C 5.34 0.08 -0.22
N -2.66 -2.10 -2.13
H 2.78 1.17 2.74
H 7.66 -0.88 -1.27
H -3.96 -1.81 1.82
C -4.56 -0.84 -1.20
H -5.03 -0.29 -2.01
H -2.64 3.17 1.17
H 0.51 0.28 2.98
C -2.02 -0.19 -1.23
H -3.79 3.94 -0.83
C 0.61 -0.96 1.23
N -0.94 -0.76 -1.70
H 8.38 0.75 -1.15
C -2.56 2.24 -1.48
C 7.46 0.20 -1.31
H -4.66 2.41 -0.99
C 1.41 -1.40 0.20
N -1.05 -2.78 1.20
H -0.40 -3.52 0.99
C -2.01 1.13 -0.55
H 5.44 -1.21 -1.96
H 4.94 1.23 1.51
H -4.27 2.48 1.40
C -2.90 -1.88 1.65
H -1.78 2.98 -1.67
H -2.88 1.84 -2.43
C -1.95 -0.84 1.66
H -4.64 -0.27 -0.29
*
```

No. 5
The molecule C22H23N5O4S. Source: OMol25; level of theory: ωB97M-V with the def2-TZVPD basis set.

SMILES	[H]/N=C1/C(=C/c2ccc(OCC=C)c(OC)c2)C(=O)N=C2SC(CC(=O)N3CCCC3)=NN21
LUMO	-0.55	eV
relative energy (zero: lowest compared OMol25 entry of this formula, charge and spin)	86.0	kcal per mole
orbital gap	7.2737	eV
HOMO	-7.83	eV

Geometry as ORCA input:
```
! RIJCOSX wB97M-V def2-TZVPD def2/J DEFGRID3
* xyz 0 1
S -0.48 3.76 -0.18
H 5.52 -3.12 -2.18
H -3.61 8.02 -2.01
O 3.39 -6.26 0.01
H -4.62 4.33 -2.08
O 4.19 -4.02 -0.98
H -2.88 5.41 -3.40
O 2.77 0.09 0.04
N -3.53 5.48 -0.72
C -3.62 6.09 -2.97
N 1.18 1.64 -0.18
C 0.77 -0.26 1.31
H 3.87 -8.18 0.22
C -2.92 7.20 -2.20
C 1.01 -7.56 -0.91
H 3.05 -7.50 1.64
C -3.67 4.62 0.30
O -4.56 3.78 0.33
H 5.07 -2.15 -0.76
C -2.63 4.70 1.43
H -5.35 5.89 -1.67
H -4.26 6.46 -3.77
H 1.46 -9.01 0.53
H 1.29 -6.65 -1.41
H 1.30 -6.09 1.76
C -1.61 3.66 1.19
C 0.19 2.23 0.34
H -3.14 4.46 2.37
C 3.05 -7.53 0.54
C 1.75 -8.09 0.04
N -0.50 1.81 1.44
H 0.09 -8.02 -1.23
C 1.66 0.46 0.36
N -1.47 2.62 1.90
H -1.62 0.72 3.34
H -2.05 7.60 -2.72
C 1.07 -3.98 1.73
C 4.70 -2.82 -1.53
H -2.18 5.69 1.49
N -0.91 0.09 2.98
C 1.67 -5.16 1.35
C 0.78 -1.58 1.64
C -4.40 5.38 -1.88
H 3.94 -2.30 -2.12
H -1.53 6.08 -0.95
H -2.55 7.23 -0.05
H 0.25 -4.00 2.43
C -0.26 0.53 1.99
H 2.91 -1.82 -0.10
C 3.16 -3.93 -0.10
C 2.72 -5.17 0.44
H 0.03 -1.81 2.39
C 1.49 -2.75 1.20
C -2.53 6.52 -0.88
C 2.56 -2.76 0.28
*
```

No. 6
A cluster of 2 separate species, C22H23NO4S in total. Source: OMol25; level of theory: ωB97M-V with the def2-TZVPD basis set.

LUMO	-2.54	eV
relative energy (zero: lowest compared OMol25 entry of this formula, charge and spin)	94.6	kcal per mole
orbital gap	4.6063	eV
HOMO	-7.14	eV

Geometry as ORCA input:
```
! RIJCOSX wB97M-V def2-TZVPD def2/J DEFGRID3
* xyz 0 1
H 4.59 1.44 0.93
C 8.14 -0.15 1.03
H 0.89 0.81 3.76
C -1.26 -1.27 2.08
H 2.12 -0.63 2.52
H -3.35 -1.57 2.61
H 9.16 -0.55 1.07
H 0.54 -4.72 -0.90
H -5.10 -0.29 3.29
H 8.54 -1.08 -1.62
H 3.66 -1.29 0.95
C 6.12 0.55 2.15
O -3.51 0.33 4.54
C 0.83 -3.18 0.61
S 5.15 0.73 3.67
H -4.67 -1.43 4.62
H 9.32 0.50 -1.46
H 4.21 -1.13 3.98
C 1.28 -1.14 2.04
C -4.76 -0.38 4.33
H -0.10 -3.40 1.13
H 1.32 -5.32 -3.00
C 1.65 -2.10 1.07
C 7.58 0.22 -0.20
H 7.77 0.37 -2.33
C 2.52 -3.85 -0.99
C -0.05 0.31 3.49
C 2.97 -2.03 0.53
H 4.40 -2.79 -0.90
H 7.82 -0.31 3.16
C 8.34 0.00 -1.48
H 2.84 -6.25 -3.18
C 2.19 -5.73 -2.47
C -1.22 0.68 4.10
C 3.40 -2.86 -0.48
C -2.42 -0.03 3.81
O 3.03 -4.68 -1.94
H -1.31 -1.88 1.18
O 6.10 0.37 4.70
C -2.42 -1.02 2.80
H 5.91 1.19 -1.19
H -1.26 1.48 4.83
H -5.46 0.13 4.99
N 3.94 -0.26 3.51
C 5.58 0.99 0.94
H 1.87 -6.43 -1.68
C 0.00 -0.73 2.50
C 6.31 0.83 -0.23
C 7.40 0.00 2.21
C 1.21 -3.97 -0.46
O 4.67 2.09 3.58
*
```

No. 7
A structure of composition C22H24BBr4CaCl4FIKN3O8P. Source: OMol25; level of theory: ωB97M-V with the def2-TZVPD basis set.

LUMO	-2.71	eV
orbital gap	2.8848	eV
HOMO	-5.60	eV

Geometry as ORCA input:
```
! RIJCOSX wB97M-V def2-TZVPD def2/J DEFGRID3
* xyz 0 1
P 6.60 0.38 0.77
Ca 4.95 -1.37 2.58
C -1.99 -1.31 -0.47
C -3.00 -0.20 0.10
O 0.69 1.94 0.61
C -0.06 -1.18 1.55
I 2.03 -0.99 4.10
K -3.31 0.98 -5.14
H 6.52 0.04 -2.00
C 1.20 -5.40 0.35
C -6.46 1.43 -2.82
H -9.84 3.25 -3.03
O 0.03 3.73 -0.17
H 5.23 -0.40 -3.24
F -1.64 -3.70 6.27
H 0.82 -1.31 -2.85
C -0.06 2.48 -0.26
C 0.62 -0.73 -1.00
O 0.23 -0.67 -2.38
H 6.88 3.16 -2.73
C 4.79 0.02 0.23
C -4.09 0.30 -0.94
H -3.58 -0.70 0.97
H -8.67 3.66 -2.16
C 1.40 -0.91 1.98
C 2.13 -0.47 -0.63
Cl -0.73 2.08 5.68
H 7.50 1.53 -3.39
Br 0.85 -6.32 -1.32
B -1.14 -1.59 2.71
H 8.26 1.55 -0.15
N 3.01 -0.18 -1.76
H -2.32 -2.33 5.17
H -5.61 0.84 0.76
C -6.60 1.40 -1.27
O -0.77 1.87 -1.06
Cl -0.76 4.59 4.23
H 6.50 2.59 -4.50
H -0.89 -1.42 5.97
Br 0.63 -3.54 0.29
H -2.94 -0.10 -2.97
C -3.92 0.31 -2.48
O -9.36 4.03 -2.72
H -1.39 -3.28 1.77
H -5.02 0.90 -4.59
H -2.48 0.73 0.53
N 5.34 1.70 -2.90
H -0.54 -2.72 4.71
H -7.32 1.86 -3.43
C 2.49 -0.54 0.87
Br 7.75 -1.60 0.38
C -0.41 2.86 4.12
H 4.87 2.33 -2.23
C -5.12 0.88 -3.41
Cl 1.30 2.62 3.68
Cl -1.43 2.12 2.86
C 6.63 2.26 -3.40
N 3.83 -0.27 1.33
Br 3.06 -5.57 0.90
H -2.02 -1.41 -1.62
C -0.48 -1.08 0.04
O -1.93 -2.80 2.45
C -5.45 0.84 -0.38
C 5.47 0.32 -2.36
H -7.53 1.79 -0.73
C -1.28 -1.88 5.00
H -2.34 -2.33 -0.07
C 4.33 0.03 -1.25
H 0.60 -5.89 1.12
O 7.27 1.64 -0.16
O -1.34 -0.84 3.92
*
```

No. 8
A structure of composition C22H24BIKN6O2S2. Source: OMol25; level of theory: ωB97M-V with the def2-TZVPD basis set.

LUMO	2.19	eV
relative energy (zero: lowest compared OMol25 entry of this formula, charge and spin)	8.7	kcal per mole
orbital gap	6.7788	eV
HOMO	-4.59	eV

Geometry as ORCA input:
```
! RIJCOSX wB97M-V def2-TZVPD def2/J DEFGRID3
* xyz -1 1
H 2.31 2.63 -0.86
H -4.60 1.00 1.45
H 1.41 -5.39 2.00
B 4.56 -2.01 0.98
H 0.35 2.85 -4.80
C -2.81 -0.12 1.82
N 3.26 -2.95 0.84
C 3.32 2.67 -0.44
C -3.04 3.23 -3.02
C -4.76 -0.09 3.28
H 4.87 1.32 -2.34
C -2.91 -1.49 3.83
C 4.96 -0.47 -1.04
H 1.23 3.08 -3.27
H -5.50 3.82 0.27
N -1.86 3.14 -3.67
C 2.44 -3.20 -0.20
O 0.13 1.52 -1.19
H -2.44 -2.22 4.47
C 3.78 0.46 0.61
C 2.96 -3.81 1.87
H -4.67 -1.32 5.04
H -3.85 3.71 -3.55
C -3.23 2.73 -1.76
C -2.47 1.47 0.22
H 3.49 -3.76 2.80
H 0.26 -5.73 -0.19
H 0.85 1.46 -3.78
H -3.09 2.11 0.85
C -0.91 2.01 -1.73
K 1.00 -0.17 -0.13
C -4.10 0.33 2.14
C -2.17 2.07 -1.10
H -5.29 3.21 -1.94
S 2.31 -2.41 -1.72
S 2.95 0.76 2.08
H 0.87 -4.89 -1.64
H -5.76 0.29 3.49
H -0.31 -4.10 -0.60
C 1.95 -4.61 1.48
N 4.42 -0.68 0.21
H 5.50 -1.25 -1.55
N 3.91 1.34 -0.41
N -2.15 0.30 0.63
I -0.42 -1.99 2.32
H 3.26 3.04 0.58
C -4.61 2.84 -1.17
C -4.16 -0.99 4.15
C -0.84 2.57 -3.07
H -4.98 1.85 -0.85
H 5.51 -2.61 0.51
H 3.95 3.32 -1.04
C 0.47 2.48 -3.78
C 4.66 0.78 -1.44
O -4.60 3.74 -0.04
N 1.63 -4.23 0.19
C 0.54 -4.77 -0.61
H 4.67 -1.81 2.17
C -2.25 -1.07 2.68
*
```

Molecular weight
In order: 525.43, 409.51, 425.51, 389.46, 453.52, 397.50, 1186.74, 645.42
Unit: Da
Largest force on an atom
In order: 4.6, 0.7, 1.1, 0.9, 1.1, 1.1, 5.8, 2.1
Unit: eV Å⁻¹